No. 1
# C48H36GaIN3P3Se2

A molecular structure, C48H36GaIN3P3Se2 (the ωB97M-V functional and the def2-TZVPD basis, the OMol25 dataset).

The geometry in XYZ format:
```
94
Properties=species:S:1:pos:R:3
C 4.2391 5.8655 -4.5079
H -2.3076 -6.4769 2.7799
H -4.2649 -2.8594 -1.3965
C -0.1532 -4.5885 4.5850
Ga 1.6888 1.1914 -0.6398
C -1.1839 0.9292 -5.0182
C -3.6118 -1.7731 1.7466
C -3.3800 -2.2712 0.4633
P -2.2397 -1.5408 2.8980
C -5.9624 -1.6493 1.2759
H -0.1650 -2.4449 4.6678
H 2.1803 -4.9338 -2.5945
C 0.3972 -5.4720 0.2375
C -2.7459 0.7531 -3.1930
H 0.6135 2.0139 -4.6223
C -2.3971 0.4838 -4.5097
C 0.1391 -0.6991 1.1359
H -3.0714 -4.2467 2.0836
C -0.6718 1.9273 -2.8863
C 2.9312 -3.1511 3.0472
C -1.6146 -3.1954 3.2723
H 2.5524 -2.7690 -1.4938
H 2.1314 7.3627 -4.8869
H -1.4756 5.8160 2.4559
H 4.3957 6.8340 -4.9646
C -0.3210 1.6515 -4.2127
C 2.2093 -1.9961 2.7525
H -0.9152 0.7257 -6.0457
C -4.9004 -1.4559 2.1511
C 5.2816 5.0141 -4.3177
H 0.8880 5.0918 2.3833
C 2.9211 5.5144 -4.1249
H -6.5642 -2.3073 -0.6706
C 3.4911 -3.2944 4.3072
H -0.7025 4.7951 -3.0534
N -1.6870 0.5188 1.3423
H -0.2107 6.8384 -4.2843
H 3.7595 -2.4164 6.2412
H -5.0628 -1.0560 3.1444
C -1.9554 4.9792 0.5427
C 0.6065 -4.2610 0.8733
N -0.9061 1.1427 0.5394
H 6.2886 5.2848 -4.6013
C 5.0250 3.7339 -3.7938
C 0.2199 4.8535 1.5672
C -0.1764 3.8250 -0.5750
C 3.3245 -2.2976 5.2577
N 0.2214 0.4523 0.3907
Se 3.1319 -0.5325 0.0218
C 2.6024 -1.1458 4.9602
P 0.5297 2.8343 -1.9015
C 2.0496 -0.9849 3.7038
H 0.1871 -4.0905 1.8565
H -2.9861 5.3051 0.5724
C 0.9607 -5.7110 -1.0095
H -6.9683 -1.4063 1.5903
H 2.4673 -0.3797 5.7112
I 3.5788 1.3430 -2.9812
Se -2.5745 -0.3954 4.6072
H 1.7279 3.8280 0.4531
H -3.6919 0.4089 -2.7971
H 0.8023 -6.6635 -1.4974
C -1.8074 -5.5956 3.1596
C 1.9471 -3.5200 -1.0061
H 4.0515 -4.1875 4.5476
C 0.6806 4.1308 0.4799
H -3.0759 -0.0691 -5.1450
C 0.5919 6.1502 -4.0605
H 1.4748 -0.0947 3.4755
C -0.7569 -5.7227 4.0565
H -0.4318 -6.7053 4.3724
C -1.0901 -0.6396 1.7644
C 0.3196 4.9635 -3.3673
H 5.8361 3.0234 -3.7143
C -1.1049 5.2668 1.6013
C -5.7336 -2.1519 0.0053
H -2.1624 1.6629 -1.3464
H 0.6339 -4.6873 5.3198
C -1.4949 4.2644 -0.5516
C -0.5858 -3.3283 4.2048
H -0.1997 -6.2313 0.7243
C -1.8859 1.4651 -2.3732
P 1.5972 -1.7327 1.1072
C 1.3778 -3.2800 0.2445
H 3.0507 -3.9316 2.3071
C 2.6430 4.2613 -3.4968
C 3.7574 3.3807 -3.4226
C -4.4402 -2.4625 -0.4049
C 1.7360 -4.7405 -1.6278
C 1.8803 6.4323 -4.3938
H -2.1739 4.0349 -1.3628
H -2.3714 -2.5169 0.1443
C -2.2384 -4.3362 2.7668
C 1.2993 4.0459 -3.0471
```

Properties
M: 1102.31 g/mol
net charge: +2
multiplicity: 1
E_HOMO: -11.892 eV
Kohn-Sham gap: 5.4 eV

***

No. 2
# C48H38I2LuN5O8P2S3Te

A molecular structure, C48H38I2LuN5O8P2S3Te (the ωB97M-V functional and the def2-TZVPD basis, the OMol25 dataset).

The geometry in XYZ format:
```
108
Properties=species:S:1:pos:R:3
H 0.8122 0.4849 1.8754
H 4.1249 5.5025 0.8456
C 0.2959 4.3540 -3.6618
C 4.5315 2.9575 -4.2475
C 1.2806 -3.0773 -2.2348
H 3.2535 -4.3483 3.0827
N 5.6971 3.6057 -4.1076
H 2.6896 4.1753 -0.6284
C 1.6959 -1.8673 0.5091
O -1.7340 -6.5510 1.5528
O -3.9823 -5.7165 2.0946
O -1.1881 1.1072 -2.1119
H 6.2892 2.7524 -0.9001
H -1.1689 2.9763 2.0405
P 0.8858 -0.7116 -0.7122
H 1.4270 -4.8695 -3.4069
C 3.3924 4.8292 1.2794
P 0.5561 2.1416 -0.1592
C 0.2804 3.4953 -1.3997
H 3.9249 5.2946 3.3152
H -3.9643 -7.4738 -0.8515
C 1.5550 -1.0156 -3.4201
Te 3.7272 0.9679 -0.4315
C -0.3185 4.6853 -0.9849
H 7.2377 4.0136 -2.8018
C 1.4870 -3.7858 -3.4142
H -5.0715 -2.3217 4.5723
H -4.3183 -6.8783 -3.2428
H -2.7386 3.1876 4.5101
H 0.5181 4.2030 -4.7120
H -0.9807 3.0774 4.3548
C -2.9877 -3.9284 -2.1919
H 1.2769 -0.0528 4.2543
C -3.0866 2.5350 1.8359
N -4.1844 2.1297 2.5167
C 1.6807 0.9053 -0.9182
N -2.1916 -4.0664 1.4201
H 3.6614 -1.8506 -0.3630
H -3.6906 -4.6470 -4.0839
C 1.4590 -3.3854 2.3951
Lu -1.8228 -0.1073 -0.5494
C 2.5818 4.0763 0.4454
C -1.9831 -0.9937 4.0416
O -3.5874 -0.3052 0.8136
C 3.9371 2.1934 -3.2521
O -1.4512 -1.1412 -2.7585
C 6.2892 3.4936 -2.9143
H 0.7921 2.4325 2.7919
N -1.1534 -0.0405 1.9567
C 1.6276 3.1896 0.9603
C -4.4172 -1.4390 2.7224
O -1.8673 -2.2721 0.0675
H -4.0599 1.6754 3.4095
C 0.5653 3.3393 -2.7474
C 1.7755 -1.7175 -4.5983
C 5.7625 2.7755 -1.8505
H -1.9558 1.6001 4.3055
C 2.3376 3.8517 3.1971
H 0.9694 2.3921 -3.0810
C -0.2846 5.5414 -3.2354
H 1.9080 -3.6577 -5.5181
C -3.4215 -0.7723 1.9950
C 0.9079 -2.4975 1.4760
H 1.5021 0.0696 -3.4261
C 0.2832 -0.2159 3.8530
H -0.5275 -1.0415 5.6392
C 1.5204 3.1031 2.3483
C -3.8928 -6.1499 -2.5626
C -0.7077 -0.7627 4.6086
C -4.2545 -1.8300 4.0604
C -3.5387 -4.8871 -3.0384
C -0.5985 5.7024 -1.8893
C -2.8150 -4.2769 -0.8670
C -1.9238 2.6569 4.0107
C 3.6047 -3.1043 1.3602
H 3.0038 1.6692 -3.4262
H 4.0474 3.0551 -5.2160
H -0.1615 -2.3448 1.4812
C -3.0784 -1.5914 4.7158
H -1.0746 6.6149 -1.5458
O -3.3361 0.1735 -2.2342
C 2.8161 -3.6698 2.3585
H -0.5054 6.3302 -3.9478
I -6.2257 -1.7767 1.7508
H 1.0525 -3.6194 -1.3251
H -4.8772 1.7053 1.9152
S -2.7704 -5.5751 1.3297
N -2.0088 2.8321 2.5749
C -3.7034 -6.4915 -1.2269
C 0.0188 0.1116 2.5113
C 3.0469 -2.2276 0.4395
C -2.1589 -0.5995 2.6902
S -3.0815 2.6694 0.1623
C -2.2524 -3.4469 0.2467
H -2.6829 -2.9513 -2.5516
C 1.7496 -3.1074 -4.5978
H 2.2317 3.7535 4.2723
C 3.2793 4.7168 2.6630
H -0.5756 4.8204 0.0589
I -2.9628 -2.0881 6.7504
H 4.6559 -3.3629 1.2842
C 4.5544 2.1010 -2.0122
H 0.8122 -3.8647 3.1209
O -2.1162 0.6344 -4.3519
C 1.3316 -1.6815 -2.2212
C -3.1641 -5.5275 -0.4009
H 1.9438 -1.1756 -5.5231
S -2.0431 0.1996 -2.9886
```

Properties
M: 1527.38 g/mol
net charge: -2
multiplicity: 1
E_HOMO: -2.691 eV
Kohn-Sham gap: 5.8 eV

***

No. 3
# C48H38NOP2PdS

A molecular structure, C48H38NOP2PdS (the ωB97M-V functional and the def2-TZVPD basis, the OMol25 dataset).

The geometry in XYZ format:
```
92
Properties=species:S:1:pos:R:3
C -3.4815 -2.3784 -2.9311
C 3.4035 -3.7578 1.4893
C 1.7853 1.8975 1.1186
P 1.8473 -0.5062 -0.4150
C 3.1303 -0.4143 -1.6987
H 1.0640 1.8767 -2.4480
H 2.0543 -1.6038 4.7368
C 0.6301 3.3151 -3.9367
H 0.0747 -4.5073 1.7957
H 3.5406 2.8799 3.8305
C 0.6640 -0.7227 3.3837
C -1.6425 -0.8293 -3.3452
H 4.3757 -4.0641 1.8095
C -0.6381 -0.3875 3.1283
H 6.2260 0.7080 -2.4621
H -3.6298 1.0102 0.0886
H -3.7199 -3.8521 -4.5092
C 0.9773 -3.9557 1.5399
C -1.4246 1.5942 -4.7433
H -0.0757 -2.3590 0.5417
H -2.7070 -0.9353 -1.4808
C -0.7289 2.9614 1.3563
H 5.8216 -0.3519 -4.5510
H 1.3034 4.0417 -3.5645
C 2.2246 -4.4176 1.8798
C -2.8020 3.7446 2.9656
H -2.5874 -0.0690 4.0735
H 1.9553 -1.5029 -3.1015
H -1.9128 5.6585 2.8640
C -2.1742 -2.4912 -4.9949
C 0.4329 2.1582 -3.2371
H 4.1632 -2.1383 0.2829
C 0.8955 -2.7367 0.8345
C 5.0457 -0.3563 -3.8194
H 2.3295 -5.3196 2.4908
H 1.3959 -0.7784 2.6022
H 4.6617 0.6843 -0.6669
H -4.2661 -2.7813 -2.3040
C -3.9261 0.1181 0.6490
C 3.8807 1.1601 2.7355
S 0.4497 2.5920 0.0455
H -0.1469 5.0020 1.2959
H -0.5914 -1.0207 -5.2097
C 2.0316 -2.0690 0.4032
H -1.7880 3.0033 -6.3285
H 3.9374 -0.5936 1.5652
C -2.6851 2.4239 2.6095
C 5.2762 0.2633 -2.6126
H -2.5599 -2.1122 2.8311
C 2.1826 2.7244 2.1346
H 0.3864 -1.6265 6.6432
C 3.4766 0.3668 1.6634
H 3.7291 -1.5779 -4.9143
C -3.1728 -2.9716 -4.1500
C -1.1473 2.7144 -5.4831
C -5.1851 -0.4355 0.5979
O 0.9804 3.8789 -0.4783
Pd -0.4370 0.0170 -0.6801
C 1.0379 -1.2329 4.6416
P -1.2972 0.2198 1.5243
H -2.2609 0.9419 -4.9745
C 3.2810 -2.6035 0.7474
H -1.8742 -0.8405 6.2907
C -2.9778 -0.5147 1.4786
C 3.8424 -1.0265 -3.9716
H 4.6464 0.7662 3.3994
C -1.5543 -0.4195 4.2256
C -0.8311 4.2756 1.7086
C -1.6193 2.0114 1.8375
C 0.1413 -1.2584 5.6648
C -5.4893 -1.6101 1.2914
H -4.7718 -3.1379 2.6388
C -1.8253 4.6231 2.5817
N -0.8122 0.2043 -2.8112
H -3.6589 4.0885 3.5838
C 3.2214 2.3388 2.9667
C 2.4329 0.7143 0.8515
C -1.4150 -1.4148 -4.5895
C 4.3669 0.2537 -1.5636
C -0.1005 3.5661 -5.1202
H -3.3516 1.6745 2.9893
H 0.0603 4.4546 -5.6814
C -3.2802 -1.6662 2.1520
H -6.4636 -2.0414 1.2156
C -4.5493 -2.2236 2.0707
C -0.6213 1.2792 -3.6080
H -1.9148 -2.9827 -5.9111
H 1.6297 3.6237 2.4051
C 2.8917 -1.0184 -2.9556
H -5.9979 0.0612 0.0546
C -2.5907 -1.3686 -2.4932
C -1.1980 -0.9078 5.4404
```

Properties
M: 845.27 g/mol
net charge: +1
multiplicity: 3
<S²>: 2.0484
E_HOMO (alpha / beta): -9.938 / -10.417 eV
Kohn-Sham gap (alpha / beta): 7.9 / 6.2 eV